Below is a structure of composition C19H32N4PdS, with properties calculated with wB97M-V/def2-TZVPD.

Output
HOMO ... 1.555 eV
Total charge ... -2
ΔE to the lowest compared entry with this formula, charge and spin ... 0.0 kcal per mole
Kohn-Sham gap ... 0.1028 hartree

Structure (XYZ):
```
57
Properties=species:S:1:pos:R:3:forces:R:3
Pd 0.31896 1.42095 0.00744 -0.012 0.041 -0.039
C 0.75021 -2.28058 0.96612 -0.002 0.055 -0.021
C 0.60156 -2.99450 -0.38441 0.041 -0.027 -0.068
N 0.12082 -2.10790 -1.43895 0.008 -0.079 -0.062
C -1.10902 -2.50487 -2.08074 0.011 -0.037 -0.024
C -2.35053 -2.76457 -1.20783 -0.013 0.042 -0.021
S -2.99580 -1.26528 -0.42055 -0.009 -0.044 0.008
C -2.88442 -1.66189 1.34828 0.009 -0.024 0.029
C -1.54546 -2.23843 1.83658 0.019 -0.016 0.000
N -0.41802 -1.55085 1.32570 -0.227 -0.140 -0.145
H 1.55269 -1.54066 0.89455 0.007 -0.002 -0.011
H 1.07242 -3.03617 1.71282 -0.004 0.008 0.009
H -0.08066 -3.84855 -0.26925 -0.004 -0.003 -0.002
H 1.57755 -3.42449 -0.65423 -0.015 -0.009 -0.036
H 0.03479 -1.15454 -1.08335 0.004 0.033 0.177
H -0.93313 -3.42304 -2.66333 0.012 0.000 0.006
H -1.36587 -1.72362 -2.80427 -0.021 -0.005 -0.020
H -2.13345 -3.49506 -0.42959 0.006 -0.004 -0.004
H -3.13319 -3.19567 -1.84050 -0.001 -0.001 -0.001
H -3.69766 -2.34073 1.62493 -0.017 0.035 0.039
H -3.06612 -0.70251 1.83688 0.049 0.031 -0.041
H -1.49908 -3.30066 1.55949 0.019 -0.010 -0.027
H -1.59971 -2.22732 2.94463 -0.052 -0.048 -0.008
H -0.19972 -0.58027 1.68701 0.121 0.141 0.139
C -2.08758 1.54055 -4.63931 0.012 0.001 -0.003
C -0.56998 1.62793 -4.42603 -0.007 -0.001 -0.022
C -0.03291 2.92861 -5.03934 -0.005 -0.005 0.023
C 0.11526 0.42285 -5.08381 -0.010 -0.016 0.003
C -0.28638 1.61899 -2.98486 -0.057 0.042 -0.076
N -0.06486 1.61442 -1.84832 0.082 -0.045 0.061
H -2.31520 1.53041 -5.70975 0.001 0.001 -0.002
H -2.58637 2.39396 -4.17942 -0.009 -0.003 0.003
H -2.48442 0.63310 -4.18385 -0.003 -0.004 0.002
H -0.23193 2.94692 -6.11502 -0.006 -0.003 -0.004
H 1.04218 3.01025 -4.87769 0.002 -0.003 -0.006
H -0.51015 3.79273 -4.57634 -0.001 0.007 -0.007
H -0.09199 0.41556 -6.15839 -0.005 0.011 -0.007
H -0.24870 -0.50787 -4.64806 0.030 -0.005 0.012
H 1.19387 0.46659 -4.93221 -0.002 -0.013 0.013
C 0.14111 -0.46528 4.37963 0.035 -0.017 0.026
C 1.16975 0.62058 4.26927 0.016 0.002 0.007
C 1.95955 0.93914 5.35194 -0.037 -0.004 -0.019
C 2.93127 1.94728 5.30945 0.016 0.029 -0.012
C 3.04712 2.65331 4.10233 -0.037 0.023 0.016
C 2.28033 2.38861 2.98726 0.044 0.033 0.026
C 2.47349 3.20056 1.74263 -0.014 -0.069 -0.011
C 1.29327 1.29896 2.96822 0.029 -0.009 0.044
N 0.57553 0.93144 1.94554 -0.006 -0.007 0.022
H -0.02754 -0.74127 5.42791 0.010 -0.005 -0.012
H 0.42680 -1.36931 3.82591 -0.001 0.038 0.002
H -0.80264 -0.13588 3.92963 -0.029 0.013 0.016
H 1.81226 0.38002 6.27864 0.001 0.002 0.000
H 3.54221 2.18876 6.17311 0.001 0.004 -0.005
H 3.77669 3.46317 4.03659 0.004 0.003 0.002
H 3.04695 4.10997 1.95557 0.044 0.014 0.005
H 1.50870 3.46435 1.29548 0.013 0.043 0.023
H 2.98713 2.63179 0.95587 -0.040 0.006 0.004
```
Positions in Å, forces in eV/Å.